ORCA calculation (wB97M-V/def2-TZVPD) on a structure of composition C39H88BrINbO12 in a non-equilibrium geometry.

```
142
Properties=species:S:1:pos:R:3
C -0.8727 -6.8981 5.0428
C -1.0317 -7.4313 3.8310
C -2.1019 -6.9758 2.8774
O -3.1400 -7.5265 2.8082
O -1.8552 -5.8988 2.1082
C -1.8633 -4.6674 2.8741
C -1.2143 -3.5504 2.0608
C -2.2354 -2.6031 1.3852
C -1.5428 -2.1490 0.0518
C -2.0517 -0.8051 -0.5070
C -1.7685 0.4289 0.4067
Nb 0.3873 1.1221 0.5424
Br -0.0535 3.1207 -1.1706
C -0.0572 2.5983 2.2146
C 1.1542 2.8205 3.1719
C 2.0154 4.0600 2.8290
C 3.4347 3.6152 2.4967
O 4.0061 2.8829 3.1927
O 4.0907 4.0888 1.3705
C 0.8391 -0.5084 2.0471
O -0.3194 -0.6832 2.8905
C -0.0775 -0.4812 4.2612
C -1.4339 -0.1111 4.8781
O -1.2808 0.5471 6.1274
C -2.2844 1.5065 6.3663
C -1.7866 2.8932 5.9260
C 1.1236 -0.0957 -1.2401
C 2.6122 0.0565 -1.6775
C 2.9964 1.4523 -2.1463
I 3.9334 -0.7255 -0.1428
H 0.1100 -6.5205 5.3199
H -1.6760 -6.7891 5.7657
H -0.3494 -8.2161 3.5098
H -1.2201 -4.8516 3.7441
H -2.8535 -4.4322 3.2747
H -0.4874 -3.0133 2.6673
H -0.6761 -4.0300 1.2402
H -2.5166 -1.7664 2.0219
H -3.1275 -3.2097 1.1953
H -0.4732 -2.1811 0.2568
H -1.7575 -2.9337 -0.6847
H -1.6848 -0.5933 -1.5152
H -3.1423 -0.8720 -0.6246
H -2.3237 1.2681 -0.0367
H -2.2501 0.2432 1.3743
H 2.1475 1.6543 0.7616
H -0.2529 3.5710 1.7552
H -0.9540 2.2647 2.7462
H 1.8330 1.9700 3.1825
H 0.7844 2.9442 4.1958
H 2.1198 4.6623 3.7323
H 1.6275 4.6355 1.9883
H 3.9021 3.5153 0.6105
H 1.1673 -1.4459 1.5810
H 1.6867 -0.1764 2.6591
H 0.6139 0.3358 4.4783
H 0.2332 -1.4349 4.7153
H -2.1211 -0.9664 4.9169
H -1.8847 0.6106 4.1832
H -3.2212 1.2722 5.8494
H -2.5076 1.5932 7.4321
H -1.5383 2.9069 4.8641
H -0.8723 3.0856 6.4873
H -2.5370 3.6679 6.0932
H 0.9599 -1.1761 -1.1457
H 0.5398 0.2492 -2.1070
H 2.7483 -0.6180 -2.5254
H 4.0182 1.4160 -2.5349
H 2.3405 1.7072 -2.9821
H 2.8975 2.1884 -1.3535
C 3.1358 -7.9889 0.7939
C 2.1056 -6.9873 1.2967
C 0.9394 -6.8616 0.3286
O 2.7211 -5.7153 1.4801
H 3.5498 -7.6662 -0.1654
H 3.9695 -8.0645 1.4939
H 2.6958 -8.9804 0.6665
H 1.7370 -7.3009 2.2756
H 1.2808 -6.5037 -0.6477
H 0.2134 -6.1370 0.6958
H 0.4346 -7.8212 0.1908
H 3.0534 -5.4163 0.6249
C -5.9028 -5.0880 -0.2621
C -6.2746 -3.7127 -0.7979
C -7.2992 -3.8162 -1.9186
O -5.1060 -3.0504 -1.2727
H -5.4554 -5.7009 -1.0505
H -5.1626 -5.0022 0.5346
H -6.7772 -5.6112 0.1298
H -6.6762 -3.1000 0.0106
H -6.8953 -4.3898 -2.7581
H -7.5511 -2.8252 -2.2990
H -8.2150 -4.3015 -1.5752
H -4.7413 -3.5810 -1.9906
C -0.9799 8.6431 -0.6028
C 0.0497 7.5201 -0.6006
C 0.7281 7.3851 -1.9535
O -0.5674 6.2848 -0.2679
H -1.7644 8.4438 -1.3390
H -1.4664 8.7196 0.3716
H -0.5177 9.6045 -0.8388
H 0.7976 7.7137 0.1716
H 0.0025 7.1455 -2.7342
H 1.4531 6.5727 -1.9328
H 1.2450 8.3071 -2.2314
H -1.2278 6.0854 -0.9418
C -2.0218 -7.7665 -4.5524
C -1.1971 -7.2891 -3.3657
C -1.9890 -7.3800 -2.0704
O -0.7771 -5.9438 -3.5827
H -2.9126 -7.1441 -4.6776
H -1.4446 -7.6897 -5.4752
H -2.3381 -8.8035 -4.4238
H -0.2905 -7.8912 -3.2839
H -2.8804 -6.7473 -2.1138
H -1.3901 -7.0277 -1.2306
H -2.3022 -8.4067 -1.8702
H -1.5657 -5.3937 -3.6566
C 2.6761 7.3668 -6.9226
C 1.5831 6.6880 -6.1098
C 0.2478 6.7280 -6.8381
O 1.4590 7.3253 -4.8422
H 2.4341 8.4207 -7.0900
H 3.6251 7.3368 -6.3855
H 2.8083 6.8827 -7.8923
H 1.8623 5.6521 -5.9135
H -0.0708 7.7619 -7.0027
H -0.5265 6.2445 -6.2413
H 0.3080 6.2251 -7.8053
H 1.2116 8.2452 -4.9940
C 6.2112 5.2382 -1.8676
C 5.2637 6.4283 -1.8167
C 5.7266 7.4583 -0.7963
O 3.9533 5.9846 -1.4905
H 6.2488 4.7347 -0.8976
H 5.8634 4.5048 -2.5968
H 7.2233 5.5475 -2.1384
H 5.2024 6.8915 -2.8037
H 5.7491 7.0224 0.2061
H 5.0347 8.3017 -0.7646
H 6.7244 7.8336 -1.0354
H 3.9875 5.5713 -0.6188
```

* total charge: -1
* LUMO level: 1.966 eV
* Kohn-Sham gap: 6.84 eV
* largest force on an atom: 0.07121 Eh/bohr
* total energy: -146127.790 eV